Entry i
{"formula": "C5H15NO", "method": "the ωB97M-V functional and the def2-TZVPD basis", "charge": 0, "homo_energy_ev": -8.98, "smiles": "CC[C@@H](C)CN.O", "homo_lumo_gap_ev": 9.694, "spin_multiplicity": 1, "symbols": ["C", "C", "C", "C", "C", "N", "H", "H", "H", "H", "H", "H", "H", "H", "H", "H", "H", "H", "H", "O", "H", "H"], "positions_angstrom": [[-0.344, -1.256, 1.963], [-0.461, -0.249, 0.788], [0.770, 0.650, 0.704], [2.096, -0.149, 0.482], [0.667, 1.730, -0.379], [-0.381, 1.642, -1.388], [-1.332, -1.353, 2.401], [0.025, -2.203, 1.566], [0.434, -1.029, 2.695], [-0.542, -0.783, -0.155], [-1.392, 0.319, 0.827], [0.895, 1.159, 1.665], [2.851, 0.634, 0.510], [2.260, -0.799, 1.336], [2.106, -0.592, -0.508], [0.544, 2.760, -0.006], [1.579, 1.904, -0.963], [-0.284, 0.886, -2.041], [-1.361, 1.852, -1.235], [-1.926, -1.989, -1.771], [-1.263, -1.353, -2.105], [-2.758, -1.561, -1.545]]}



Entry ii
{"formula": "C5H15NO", "method": "the ωB97M-V functional and the def2-TZVPD basis", "charge": 0, "homo_energy_ev": -8.21, "smiles": "CCN(C)CC.O", "homo_lumo_gap_ev": 9.097, "spin_multiplicity": 1, "symbols": ["C", "C", "N", "C", "C", "C", "H", "H", "H", "H", "H", "H", "H", "H", "H", "H", "H", "H", "H", "O", "H", "H"], "positions_angstrom": [[-0.893, -1.300, 0.447], [-1.016, 0.183, 0.789], [-0.475, 1.117, -0.188], [-0.599, 2.490, 0.137], [0.873, 0.819, -0.726], [0.935, 0.143, -2.108], [0.077, -1.696, 0.744], [-1.769, -1.888, 0.723], [-0.905, -1.358, -0.630], [-2.098, 0.280, 0.984], [-0.636, 0.389, 1.824], [-1.544, 2.724, 0.661], [-0.488, 3.312, -0.555], [0.055, 2.826, 0.993], [1.486, 0.101, -0.145], [1.385, 1.788, -0.773], [1.883, 0.040, -2.600], [0.480, -0.841, -2.025], [0.227, 0.656, -2.775], [1.311, -3.092, 1.917], [1.343, -3.717, 1.206], [0.369, -2.973, 2.100]]}



Entry iii
{"formula": "C5H15NO", "method": "the ωB97M-V functional and the def2-TZVPD basis", "charge": 0, "homo_energy_ev": -8.02, "smiles": "CC(C)N(C)C.O", "homo_lumo_gap_ev": 8.724, "spin_multiplicity": 1, "symbols": ["C", "C", "C", "N", "C", "C", "H", "H", "H", "H", "H", "H", "H", "H", "H", "H", "H", "H", "H", "O", "H", "H"], "positions_angstrom": [[0.195, -0.787, -1.138], [0.176, 0.109, 0.121], [1.496, 0.049, 0.860], [-0.243, 1.474, -0.136], [-1.640, 1.726, -0.289], [0.574, 2.220, -1.044], [0.037, -1.817, -0.834], [1.039, -0.618, -1.802], [-0.754, -0.584, -1.646], [-0.614, -0.311, 0.744], [1.589, -0.912, 1.379], [2.326, 0.132, 0.165], [1.602, 0.846, 1.585], [-2.279, 1.011, 0.238], [-1.911, 2.719, 0.068], [-2.018, 1.653, -1.339], [0.264, 3.257, -1.029], [0.507, 1.875, -2.091], [1.629, 2.157, -0.796], [-1.018, -4.640, 2.440], [-0.306, -4.942, 3.010], [-0.652, -4.616, 1.536]]}



Entry iv
{"formula": "C5H15NO", "method": "the ωB97M-V functional and the def2-TZVPD basis", "charge": 0, "homo_energy_ev": -8.90, "smiles": "CCCNCC.O", "homo_lumo_gap_ev": 9.783, "spin_multiplicity": 1, "symbols": ["C", "C", "C", "N", "C", "C", "H", "H", "H", "H", "H", "H", "H", "H", "H", "H", "H", "H", "H", "O", "H", "H"], "positions_angstrom": [[0.716, -2.049, 0.734], [-0.862, -1.524, 0.572], [-1.072, -0.687, -0.737], [-0.445, 0.643, -0.561], [-0.396, 1.578, -1.686], [0.567, 2.691, -1.349], [1.421, -1.152, 0.930], [0.987, -2.543, -0.251], [0.635, -2.645, 1.643], [-1.398, -2.604, 0.335], [-1.243, -0.860, 1.439], [-2.139, -0.386, -0.938], [-0.674, -1.274, -1.580], [0.540, 0.563, -0.251], [-0.223, 1.065, -2.633], [-1.403, 2.008, -1.641], [0.238, 2.926, -0.361], [1.573, 2.292, -1.444], [0.438, 3.512, -2.066], [0.925, -0.624, 3.641], [0.200, -0.706, 3.096], [1.614, -0.226, 3.108]]}



Most stable structure - entry iii; separation to the second - 0.0030 hartree.



Entry i
{"formula": "C5H15NO", "method": "the ωB97M-V functional and the def2-TZVPD basis", "charge": 0, "homo_energy_ev": -8.52, "smiles": "CCNC(C)C.O", "homo_lumo_gap_ev": 9.361, "spin_multiplicity": 1, "symbols": ["C", "C", "N", "C", "C", "C", "H", "H", "H", "H", "H", "H", "H", "H", "H", "H", "H", "H", "H", "O", "H", "H"], "positions_angstrom": [[-0.553, 0.266, -2.485], [0.776, 0.834, -2.035], [1.188, 0.565, -0.650], [0.395, 1.090, 0.484], [1.132, 0.574, 1.748], [-1.069, 0.610, 0.451], [-1.395, 0.927, -2.280], [-0.690, -0.662, -1.925], [-0.593, 0.074, -3.554], [1.594, 0.379, -2.595], [0.815, 1.905, -2.233], [2.139, 0.842, -0.448], [0.431, 2.189, 0.492], [1.834, 1.379, 1.986], [0.447, 0.576, 2.597], [1.537, -0.423, 1.622], [-1.414, 0.591, 1.482], [-1.589, 1.297, -0.213], [-1.144, -0.407, 0.074], [-0.951, -4.246, 2.266], [-1.311, -4.842, 2.937], [-1.577, -3.517, 2.280]]}



Entry ii
{"formula": "C5H15NO", "method": "the ωB97M-V functional and the def2-TZVPD basis", "charge": 0, "homo_energy_ev": -9.69, "smiles": "CCCCCN.O", "homo_lumo_gap_ev": 10.598, "spin_multiplicity": 1, "symbols": ["C", "C", "C", "C", "C", "N", "H", "H", "H", "H", "H", "H", "H", "H", "H", "H", "H", "H", "H", "O", "H", "H"], "positions_angstrom": [[-0.386, -1.197, 2.869], [-0.467, -0.895, 1.311], [-0.792, 0.499, 0.902], [0.497, 1.178, 0.466], [1.215, 0.687, -0.749], [0.641, 1.008, -2.070], [0.600, -0.876, 3.177], [-0.465, -2.239, 3.031], [-1.089, -0.763, 3.468], [0.598, -1.118, 0.861], [-1.090, -1.679, 0.694], [-1.122, 1.144, 1.725], [-1.344, 0.231, 0.001], [1.271, 1.135, 1.342], [0.134, 2.285, 0.390], [1.572, -0.284, -0.686], [2.186, 1.318, -0.620], [-0.234, 0.755, -2.124], [0.490, 2.038, -2.217], [-1.171, -1.262, -3.846], [-0.218, -1.468, -3.563], [-0.825, -0.498, -4.359]]}



Entry iii
{"formula": "C5H15NO", "method": "the ωB97M-V functional and the def2-TZVPD basis", "charge": 0, "homo_energy_ev": -9.55, "smiles": "CC[C@H](C)CN.O", "homo_lumo_gap_ev": 10.376, "spin_multiplicity": 1, "symbols": ["C", "C", "C", "C", "C", "N", "H", "H", "H", "H", "H", "H", "H", "H", "H", "H", "H", "H", "H", "O", "H", "H"], "positions_angstrom": [[0.116, -2.404, 0.787], [-0.391, -1.234, -0.038], [0.622, -0.074, -0.107], [1.061, 0.398, 1.274], [0.161, 1.062, -1.028], [1.252, 1.544, -1.874], [-0.612, -3.218, 0.740], [0.291, -2.137, 1.829], [1.066, -2.776, 0.398], [-1.332, -0.846, 0.373], [-0.602, -1.536, -1.063], [1.490, -0.585, -0.549], [1.913, -0.144, 1.671], [0.275, 0.428, 2.025], [1.408, 1.427, 1.171], [-0.243, 1.894, -0.448], [-0.742, 0.679, -1.547], [1.541, 0.771, -2.469], [0.862, 2.224, -2.520], [-3.022, 1.261, 0.363], [-2.923, 2.206, 0.206], [-2.191, 1.059, 0.806]]}



Entry iv
{"formula": "C5H15NO", "method": "the ωB97M-V functional and the def2-TZVPD basis", "charge": 0, "homo_energy_ev": -8.03, "smiles": "CC(C)N(C)C.O", "homo_lumo_gap_ev": 8.962, "spin_multiplicity": 1, "symbols": ["C", "C", "C", "N", "C", "C", "H", "H", "H", "H", "H", "H", "H", "H", "H", "H", "H", "H", "H", "O", "H", "H"], "positions_angstrom": [[-0.104, 0.086, 1.833], [-0.855, -0.569, 0.662], [-2.264, -1.112, 1.224], [-1.052, 0.275, -0.518], [0.060, 0.460, -1.452], [-1.687, 1.584, -0.131], [0.911, 0.362, 1.513], [-0.066, -0.707, 2.589], [-0.373, 1.009, 2.393], [-0.296, -1.508, 0.472], [-1.931, -2.018, 1.676], [-2.748, -0.222, 1.611], [-2.662, -1.499, 0.269], [0.290, -0.565, -1.772], [-0.494, 0.955, -2.270], [0.954, 0.868, -0.994], [-0.820, 2.233, -0.117], [-2.017, 1.609, 0.923], [-2.549, 1.750, -0.827], [5.872, -0.775, -2.125], [5.944, -0.509, -3.038], [5.886, -1.707, -1.921]]}



Most stable structure - entry iii; separation to the second - 0.0188 hartree.



Entry i
{"formula": "C5H15NO", "method": "the ωB97M-V functional and the def2-TZVPD basis", "charge": 0, "homo_energy_ev": -8.81, "smiles": "CCCNCC.O", "homo_lumo_gap_ev": 9.836, "spin_multiplicity": 1, "symbols": ["C", "C", "C", "N", "C", "C", "H", "H", "H", "H", "H", "H", "H", "H", "H", "H", "H", "H", "H", "O", "H", "H"], "positions_angstrom": [[-0.938, 1.883, -1.585], [-0.922, 0.345, -1.853], [0.199, -0.375, -1.071], [-0.260, -0.782, 0.264], [0.495, -0.324, 1.460], [0.277, 1.125, 1.916], [-0.244, 2.273, -2.326], [-1.933, 2.283, -1.755], [-0.560, 2.127, -0.602], [-0.768, 0.267, -2.931], [-1.863, -0.170, -1.659], [0.448, -1.271, -1.628], [1.105, 0.236, -1.053], [-1.240, -0.603, 0.439], [1.563, -0.445, 1.293], [0.124, -1.052, 2.179], [1.196, 1.628, 2.212], [-0.295, 1.104, 2.854], [-0.328, 1.744, 1.263], [1.648, -3.496, 0.756], [1.274, -2.674, 0.420], [1.023, -3.822, 1.407]]}



Entry ii
{"formula": "C5H15NO", "method": "the ωB97M-V functional and the def2-TZVPD basis", "charge": 0, "homo_energy_ev": -8.45, "smiles": "CCCNCC.O", "homo_lumo_gap_ev": 9.445, "spin_multiplicity": 1, "symbols": ["C", "C", "C", "N", "C", "C", "H", "H", "H", "H", "H", "H", "H", "H", "H", "H", "H", "H", "H", "O", "H", "H"], "positions_angstrom": [[0.337, 1.948, 2.144], [0.162, 1.302, 0.758], [-0.373, -0.112, 0.806], [-0.232, -0.764, -0.503], [-1.218, -0.352, -1.487], [-2.206, -1.461, -1.815], [1.114, 2.711, 2.100], [0.488, 1.201, 2.910], [-0.588, 2.469, 2.404], [-0.549, 1.912, 0.202], [1.045, 1.416, 0.125], [-1.438, -0.096, 1.075], [0.174, -0.716, 1.526], [-0.098, -1.763, -0.493], [-1.737, 0.526, -1.123], [-0.705, -0.053, -2.408], [-2.881, -1.210, -2.626], [-1.670, -2.366, -2.121], [-2.830, -1.724, -0.958], [3.055, -0.528, -0.146], [2.343, 0.075, 0.101], [3.772, -0.221, 0.420]]}



Most stable structure - entry ii; separation to the second - 0.0082 hartree.